1.
# C10H14BFN6Pt

A structure of composition C10H14BFN6Pt (ωB97M-V/def2-TZVPD, OMol25).

Each line ends with the Löwdin charge.
Element x y z (Å)
H: 0.64 -2.45 2.49  0.063
H: -0.38 3.16 2.44  0.161
N: -1.03 -0.34 -1.41  -0.073
H: -3.46 -1.91 -0.02  0.125
H: -0.79 -1.62 1.70  0.047
N: 1.44 -0.41 -0.79  0.033
C: -0.15 -1.69 2.68  -0.247
C: -2.91 -1.29 -2.10  -0.017
H: -0.90 -1.87 3.48  0.104
H: 0.14 3.25 -1.89  0.162
C: 3.23 -1.68 -0.51  0.082
N: -1.62 -0.85 -0.29  0.017
H: 4.12 -2.24 -0.73  0.145
H: 0.58 0.84 -2.43  0.131
C: 2.47 -0.99 -1.43  0.094
C: -1.77 -0.61 -2.51  -0.050
N: 1.53 -0.68 0.55  -0.071
Pt: 0.11 0.01 1.78  1.388
C: -0.19 3.84 0.28  0.088
H: 0.45 -0.74 3.27  0.085
C: 2.62 -1.49 0.73  -0.011
H: -0.30 4.89 0.29  0.141
H: -1.42 -0.27 -3.48  0.132
C: 0.03 3.06 -0.85  0.089
F: -1.66 0.81 2.56  -0.439
H: 2.92 -1.87 1.70  0.146
C: -0.22 3.01 1.37  0.001
C: -2.77 -1.42 -0.70  -0.091
N: 0.01 1.77 0.86  -0.099
N: 0.13 1.79 -0.48  0.038
B: 0.30 0.47 -1.34  -0.464
H: 2.56 -0.84 -2.50  0.172
H: -3.70 -1.64 -2.74  0.115

The calculation puts the highest occupied orbital energy (spin up / spin down) at -0.56613 / -0.55953 hartree. As for the HOMO-LUMO gap (spin up / spin down): 7.459 / 3.012 eV. Its total charge is +2. For the relative energy (zero: lowest compared OMol25 entry of this formula, charge and spin), the calculation gives 2.105 eV. Its spin multiplicity is 3. For the largest force on an atom, the calculation gives 7.88 eV/Å.



2.
# C10H14BFN6Tc

A structure of composition C10H14BFN6Tc (ωB97M-V/def2-TZVPD, OMol25).

Each line ends with the Löwdin charge.
Element x y z (Å)
C: 0.26 2.08 -1.47  0.002
N: -0.03 -1.85 -0.90  -0.151
H: -3.01 -2.75 -1.78  0.149
H: 0.83 -0.35 3.37  0.131
C: 5.01 2.53 0.74  -0.043
N: -1.63 -0.45 1.23  0.004
C: -1.94 -2.69 -1.66  -0.005
C: -0.91 -3.49 -2.12  0.007
C: -2.32 -0.31 2.36  -0.004
C: -1.43 -0.24 3.43  0.007
C: -1.97 1.90 -1.50  0.084
H: -3.04 2.00 -1.60  0.168
H: 5.70 2.62 1.58  0.036
H: 4.08 2.06 1.08  -0.012
N: -0.25 -0.51 1.55  -0.150
H: -3.27 -0.46 -0.37  0.139
H: 5.43 1.94 -0.03  0.001
B: -2.08 -0.46 -0.25  -0.464
H: 4.76 3.52 0.36  0.024
C: 0.28 -2.95 -1.64  -0.049
H: 1.30 2.36 -1.55  0.146
Tc: 1.25 -0.79 0.24  1.579
H: -0.98 3.69 -2.35  0.152
H: -1.68 -0.10 4.47  0.122
N: -1.42 -1.68 -0.94  0.002
N: -1.45 0.81 -0.90  0.050
H: -0.99 -4.37 -2.74  0.122
C: -0.91 2.74 -1.87  0.140
C: -0.14 -0.36 2.90  -0.049
F: 2.69 -1.88 0.68  -0.443
H: -3.40 -0.26 2.33  0.151
H: 1.32 -3.23 -1.76  0.130
N: -0.08 0.92 -0.89  0.025

The calculation puts the highest occupied orbital energy (spin up / spin down) at -0.60060 / -0.59136 hartree. As for the HOMO-LUMO gap (spin up / spin down): 8.315 / 4.132 eV. Its total charge is +2. For the relative energy (zero: lowest compared OMol25 entry of this formula, charge and spin), the calculation gives 0.000 eV. Its spin multiplicity is 4. For the largest force on an atom, the calculation gives 3.58 eV/Å.



3.
# C10H14BIIrN6

A structure of composition C10H14BIIrN6 (ωB97M-V/def2-TZVPD, OMol25).

Each line ends with the Löwdin charge.
Element x y z (Å)
H: -2.54 -2.10 1.57  0.036
Ir: -0.49 -0.85 1.26  1.245
C: -2.88 -0.58 -2.15  0.018
H: -3.77 -0.76 -2.72  0.120
N: -0.04 1.30 0.83  -0.131
N: -1.42 -0.53 -0.45  -0.174
I: 0.73 -0.38 3.60  0.796
H: 3.33 -0.53 -2.24  0.163
C: -0.08 2.41 1.60  -0.119
C: 0.46 3.48 0.87  -0.004
C: 2.43 -1.78 0.67  -0.100
N: 1.40 -0.97 0.29  -0.175
N: 0.47 1.66 -0.39  -0.024
C: 3.42 -1.66 -0.30  0.052
H: -0.43 2.38 2.62  0.089
H: 0.59 4.49 1.22  0.121
B: 0.62 0.59 -1.50  -0.452
H: -1.75 -1.76 3.18  -0.005
H: 4.37 -2.18 -0.25  0.142
C: -2.69 -0.87 -0.81  -0.064
C: 0.80 2.97 -0.38  -0.005
H: 0.43 -2.14 1.18  0.014
H: -2.79 -0.53 2.43  0.067
H: 1.23 3.42 -1.26  0.145
N: 1.66 -0.43 -0.93  0.043
C: 2.92 -0.81 -1.28  0.087
H: -1.37 0.28 -3.59  0.151
H: -3.35 -1.34 -0.09  0.119
H: 2.37 -2.35 1.58  0.106
N: -0.82 0.00 -1.59  0.003
H: 0.93 0.94 -2.59  0.133
C: -2.05 -1.32 2.22  -0.414
C: -1.69 -0.03 -2.61  0.016

The calculation puts the highest occupied orbital energy (spin up / spin down) at -0.50813 / -0.58558 hartree. As for the HOMO-LUMO gap (spin up / spin down): 7.179 / 4.485 eV. Its total charge is +2. For the relative energy (zero: lowest compared OMol25 entry of this formula, charge and spin), the calculation gives 0.000 eV. Its spin multiplicity is 6. For the largest force on an atom, the calculation gives 4.12 eV/Å.



4.
# C10H14BN7O2Zn

A structure of composition C10H14BN7O2Zn (ωB97M-V/def2-TZVPD, OMol25).

Each line ends with the Löwdin charge.
Element x y z (Å)
O: 0.63 -0.05 1.32  -0.187
H: -1.45 -1.76 1.21  0.014
H: 1.09 1.04 -4.18  0.114
C: 0.86 3.06 -2.09  -0.066
O: 0.53 0.13 3.45  -0.037
H: -1.22 0.29 -5.33  0.132
H: 4.05 -2.37 -1.86  0.088
H: -0.41 -3.11 0.26  0.104
H: -2.03 -2.60 -0.26  -0.011
N: 0.50 1.77 -2.09  -0.012
C: -1.16 -2.17 0.18  -0.153
H: 0.71 4.60 -0.52  0.087
C: -2.70 -0.92 -2.52  -0.053
H: -0.28 2.52 0.95  0.108
H: 3.19 -0.57 -3.75  0.125
N: 1.10 -1.03 -1.30  0.008
N: -0.03 -0.23 2.45  -0.220
C: 2.11 -1.85 -0.91  -0.108
N: -0.78 0.01 -3.33  0.016
C: -2.79 -0.63 -3.96  -0.059
N: 1.52 -0.46 -2.49  -0.020
H: -3.70 -0.85 -4.53  0.096
C: 2.73 -0.92 -2.83  -0.082
C: 0.57 3.59 -0.84  -0.050
C: 0.03 2.52 -0.08  -0.106
B: 0.66 0.64 -3.15  -0.470
H: 1.29 3.48 -2.99  0.125
N: -0.03 1.42 -0.86  -0.019
H: -3.33 -1.31 -1.82  0.066
N: -1.42 -0.52 -2.18  -0.067
H: 2.09 -2.40 0.02  0.110
Zn: -0.78 -0.48 -0.38  0.494
C: 3.14 -1.81 -1.87  -0.063
C: -1.61 -0.08 -4.38  -0.087
H: -2.26 0.27 0.20  0.183

The calculation puts the highest occupied orbital energy (spin up / spin down) at -0.30599 / -0.32956 hartree. As for the HOMO-LUMO gap (spin up / spin down): 5.359 / 6.308 eV. For the relative energy (zero: lowest compared OMol25 entry of this formula, charge and spin), the calculation gives 6.352 eV. For the largest force on an atom, the calculation gives 7.66 eV/Å.



5.
# C10H14BNO

A cluster of 2 separate species, C10H14BNO in total (ωB97M-V/def2-TZVPD, OMol25).

Each line ends with the Löwdin charge.
Element x y z (Å)
H: 1.49 -1.20 -0.38  0.132
C: -2.36 -1.18 -0.94  -0.048
H: -0.23 2.06 -0.91  0.124
H: 3.87 1.32 -1.60  0.084
C: -0.98 -1.25 -0.97  -0.044
C: -2.99 0.05 -1.07  -0.292
C: 3.51 0.37 -1.18  -0.083
C: -2.23 1.24 -0.98  -0.041
H: -0.44 -2.20 -0.83  0.112
C: -0.85 1.16 -1.01  -0.031
H: -4.78 1.16 -1.49  0.077
H: 3.47 0.46 -0.06  0.088
O: 2.20 0.15 -1.79  -0.181
H: -4.72 -0.48 -2.19  0.088
H: 1.37 0.56 -0.03  0.098
H: 3.49 -1.66 4.32  0.029
H: -5.08 -0.27 -0.46  0.086
H: -2.95 -2.10 -0.82  0.117
H: 1.79 -1.06 5.40  0.021
N: 2.99 1.65 3.82  0.146
C: 2.79 0.51 4.09  -0.193
C: -0.21 -0.09 -1.10  -0.192
B: 2.63 -0.87 4.60  -0.003
C: 1.26 -0.19 -0.78  -0.223
H: 4.18 -0.46 -1.47  0.085
C: -4.46 0.12 -1.30  -0.069
H: -2.75 2.19 -0.88  0.112

As for the SMILES: COCc1ccc(C)cc1.BC#N. The calculation puts the highest occupied orbital energy at -0.32378 hartree. As for the HOMO-LUMO gap: 7.375 eV. For the relative energy (zero: lowest compared OMol25 entry of this formula, charge and spin), the calculation gives 1.833 eV. For the largest force on an atom, the calculation gives 5.40 eV/Å.



6.
# C10H14BrN2

A cluster of 2 separate species, C10H14BrN2 in total (ωB97M-V/def2-TZVPD, OMol25).

Each line ends with the Löwdin charge.
Element x y z (Å)
C: 4.32 -1.16 1.06  -0.052
H: -4.38 0.23 0.72  0.179
C: 2.77 -1.10 -0.73  -0.002
H: 3.34 -2.90 0.53  0.107
H: 4.84 -1.77 1.89  0.134
H: -2.06 3.00 -0.87  0.107
N: -2.37 1.13 0.15  -0.176
H: -0.39 -1.57 0.16  0.128
H: -3.72 2.57 -0.54  0.082
H: 5.24 0.92 1.19  0.117
C: -3.41 0.01 0.16  -0.062
C: -1.20 -0.96 -0.25  -0.209
H: -2.10 -0.99 1.62  0.137
H: -2.77 1.73 -1.69  0.096
H: -1.30 -1.34 -1.24  0.119
Br: 0.54 1.34 0.29  0.881
H: -2.87 -2.08 0.50  0.113
H: -3.57 -0.13 -0.89  0.124
C: -2.46 -1.11 0.58  -0.160
C: -2.79 2.21 -0.76  0.009
C: 3.02 0.11 -1.18  -0.261
C: 3.40 -1.83 0.28  -0.110
H: 2.55 0.65 -1.91  0.064
C: -1.07 0.54 -0.40  -0.503
H: -2.15 1.51 1.16  0.218
C: 4.60 0.22 0.61  -0.132
N: 3.99 0.76 -0.44  0.051

The calculation puts the highest occupied orbital energy (spin up / spin down) at -0.44634 / -0.40635 hartree. As for the HOMO-LUMO gap (spin up / spin down): 8.957 / 5.787 eV. Its total charge is +1. For the relative energy (zero: lowest compared OMol25 entry of this formula, charge and spin), the calculation gives 5.101 eV. For the largest force on an atom, the calculation gives 3.73 eV/Å.



7.
# C10H14BrN2S

The ion C10H14BrN2S with charge +1 (ωB97M-V/def2-TZVPD, OMol25).

Each line ends with the Löwdin charge.
Element x y z (Å)
N: -3.45 0.18 0.34  -0.210
S: 4.73 -0.50 0.53  0.925
H: 3.26 1.26 1.90  0.122
C: -4.43 -0.78 0.00  -0.140
C: 2.24 -0.63 -0.71  -0.047
Br: -1.66 -1.98 0.25  1.035
H: -4.42 -1.16 -1.10  0.132
C: 2.51 0.72 1.30  -0.112
C: 0.84 -0.37 -0.70  -0.071
H: 0.20 -0.52 -1.61  0.131
N: -1.07 0.65 0.37  0.059
C: -3.69 1.56 0.15  -0.080
H: -1.24 1.72 0.35  0.203
H: -4.62 1.66 -0.45  0.105
H: 0.86 1.70 2.04  0.103
H: -2.94 2.03 -0.61  0.118
H: -5.49 -0.46 0.23  0.117
C: 1.14 1.03 1.30  0.021
C: 0.32 0.46 0.32  -0.296
C: 5.20 -1.33 -0.96  -0.410
H: 2.65 -1.21 -1.57  0.118
H: 5.10 -0.54 -1.77  0.080
H: -4.37 -1.69 0.67  0.080
C: 3.02 -0.12 0.36  -0.547
H: 6.23 -1.52 -1.02  0.016
C: -2.05 -0.19 0.32  -0.621
H: -3.70 2.37 0.94  0.121
H: 4.83 -2.36 -0.90  0.052

As for the SMILES: CSc1ccc(NC(Br)=[N+](C)C)cc1. The calculation puts the highest occupied orbital energy at -0.40549 hartree. As for the HOMO-LUMO gap: 7.446 eV. Its total charge is +1. For the relative energy (zero: lowest compared OMol25 entry of this formula, charge and spin), the calculation gives 0.000 eV. For the largest force on an atom, the calculation gives 5.21 eV/Å.



8.
# C10H14BrO4S

The ion C10H14BrO4S with charge -1 (ωB97M-V/def2-TZVPD, OMol25).

Each line ends with the Löwdin charge.
Element x y z (Å)
H: -2.43 -1.53 0.22  0.105
H: -2.53 1.06 -0.51  0.108
H: -0.39 1.21 2.22  0.104
H: -0.75 -0.53 2.43  0.070
C: 1.26 0.51 -1.53  -0.496
Br: 1.49 1.82 -3.02  0.702
C: -0.81 0.28 1.74  -0.028
H: -0.41 2.70 -1.40  0.054
C: -0.02 -0.08 0.48  -0.397
H: 1.31 1.70 0.35  0.146
C: 1.01 -1.16 0.85  -0.174
H: -1.90 0.45 1.53  0.087
O: 2.99 -1.89 2.56  -0.390
H: 2.21 0.03 -1.29  0.110
O: 1.75 0.08 3.18  -0.383
H: 1.54 -1.55 -0.06  0.114
H: -1.90 1.04 -2.16  0.124
C: -1.77 -1.63 -0.71  -0.014
C: 0.61 1.13 -0.26  -0.261
H: -2.38 -1.78 -1.59  0.078
O: 3.23 0.13 1.22  -0.405
H: -1.04 2.53 0.16  0.107
S: 2.31 -0.69 2.06  0.439
H: 0.51 -2.01 1.30  0.098
C: 0.21 -0.50 -1.86  -0.427
O: 0.24 -1.26 -2.79  0.110
C: -1.65 0.92 -1.11  -0.102
H: -1.16 -2.52 -0.56  0.079
C: -0.63 1.95 -0.65  -0.183
C: -0.90 -0.39 -0.80  -0.372

As for the SMILES: C[C@]12CC[C@H]([C@H](Br)C1=O)[C@]2(C)CS(=O)(=O)[O-]. The calculation puts the highest occupied orbital energy at -0.18893 hartree. As for the HOMO-LUMO gap: 7.745 eV. Its total charge is -1. For the largest force on an atom, the calculation gives 3.48 eV/Å.